Below is C26H21CaN8O2S as an isolated structure, with properties calculated with ωB97M-V/def2-TZVPD.

Its spin multiplicity is 1. For the HOMO energy, the calculation gives -0.1418 Ha. The charge is -1. For the orbital gap, the calculation gives 6.13 eV. As for the maximum force: 1.250 eV Å⁻¹. For the electronic energy, the calculation gives -72598.8970 eV.

Element x y z (Å)
Ca  0.03084  -0.29324  0.35087
S  -2.14991  -1.81481  1.19996
O  -0.37388  1.05912  4.30155
O  1.90401  -4.12691  0.76507
N  -4.19200  -0.20104  1.63810
N  0.60494  0.90353  -1.56007
N  -3.04587  0.28586  -0.26604
N  -1.84645  0.39936  -0.80928
N  0.43069  -2.00876  -1.64710
N  1.53558  -1.82468  0.91571
N  0.68140  0.36490  2.34473
N  -0.68082  2.29613  0.98046
C  -1.27660  3.29771  0.34201
C  -2.93030  0.91676  -2.93464
C  3.52121  -2.22277  4.05626
C  -1.75359  3.01276  2.98851
C  -0.07153  1.68625  -3.70701
C  2.14601  -0.26973  4.21441
C  3.10073  -1.10840  4.76443
C  -0.14719  1.10057  3.08288
C  2.02617  -1.65009  2.22205
C  -0.89841  2.15804  2.28863
C  -3.13249  -0.48147  0.82157
C  0.15323  -2.03536  -2.94946
C  0.63673  -2.99117  -3.82248
C  1.43586  -4.00544  -3.30726
C  1.57586  -3.01660  0.32206
C  1.86675  1.14203  -1.88847
C  -1.73284  0.80674  -2.03361
C  1.58750  -0.51475  2.95545
C  -2.10741  4.21431  0.96033
C  1.19503  -2.98277  -1.14999
C  2.98885  -2.48448  2.80500
C  2.25021  1.65368  -3.11785
C  1.69852  -4.00951  -1.95394
C  -2.35887  4.05651  2.31884
C  -0.37753  1.13827  -2.45246
C  1.24653  1.94096  -4.03336
H  -4.56079  0.73621  1.59505
H  3.29005  1.83190  -3.35222
H  1.49087  2.36695  -4.99873
H  -1.89028  2.83036  4.04444
H  2.28411  -4.77979  -1.47443
H  1.82199  0.60164  4.76181
H  -4.13243  -0.62936  2.54573
H  -3.00851  4.75039  2.83896
H  -0.50004  -1.24958  -3.31362
H  -0.85944  1.91629  -4.40986
H  4.26593  -2.89190  4.47276
H  -2.55268  5.02600  0.40037
H  -3.50460  1.82260  -2.71937
H  3.31377  -3.35502  2.25896
H  -3.58367  0.06801  -2.73143
H  2.60214  0.90787  -1.12358
H  -1.08710  3.36078  -0.72635
H  3.50667  -0.89422  5.74687
H  0.38845  -2.94840  -4.87472
H  1.83705  -4.77389  -3.95666
H  -2.66244  0.91162  -3.98986

Atomic forces in eV per Å
Ca -0.612 -0.025 -0.521
S -0.097 -0.087 0.165
O -0.059 0.151 -0.104
O 0.024 0.044 -0.082
N 0.007 -0.015 -0.068
N 0.275 0.549 -0.901
N -0.870 0.511 -0.170
N -0.365 -0.215 -0.620
N 0.188 -0.112 0.226
N 0.735 -0.794 0.125
N 0.365 0.485 1.093
N 0.115 -0.203 0.223
C -0.078 0.015 -0.157
C 0.114 0.139 0.147
C 0.022 0.045 0.052
C 0.021 -0.038 -0.001
C -0.104 -0.039 0.109
C -0.001 0.038 -0.018
C 0.032 -0.042 -0.013
C 0.263 -0.276 0.255
C 0.216 -0.041 0.396
C -0.169 0.334 0.071
C 0.086 -0.139 -0.032
C -0.148 0.045 -0.056
C 0.029 -0.077 0.001
C -0.075 0.116 0.009
C 0.127 0.008 0.263
C 0.040 0.062 -0.060
C -0.626 -0.069 0.083
C 0.202 -0.212 0.226
C -0.020 0.001 0.086
C 0.055 -0.242 -0.270
C -0.020 -0.019 -0.095
C -0.061 0.049 -0.109
C -0.009 -0.009 0.037
C 0.043 -0.016 -0.093
C 0.448 0.167 -0.180
C 0.061 -0.010 0.065
H 0.038 -0.012 -0.079
H 0.013 -0.014 0.065
H 0.005 -0.016 -0.009
H 0.012 -0.008 0.006
H 0.009 0.008 0.015
H -0.077 -0.017 0.001
H -0.075 -0.020 0.010
H -0.014 -0.027 0.019
H 0.020 0.006 0.002
H -0.004 -0.031 0.005
H -0.015 -0.010 -0.003
H 0.021 -0.028 -0.054
H -0.035 -0.008 -0.031
H -0.028 -0.011 -0.026
H -0.050 0.047 0.007
H 0.009 0.010 -0.043
H 0.015 0.003 0.019
H -0.001 0.023 -0.012
H -0.025 0.032 0.010
H 0.001 -0.023 0.019
H 0.030 0.015 -0.003


Below is C26H21Cl2NO5PRu as an isolated structure, with properties calculated with ωB97M-V/def2-TZVPD.

Its spin multiplicity is 5. For the HOMO energy (spin up / spin down), the calculation gives -0.6365 / -0.6396 Ha. The charge is +3. For the orbital gap (spin up / spin down), the calculation gives 7.11 / 3.96 eV. As for the maximum force: 1.196 eV Å⁻¹. For the electronic energy, the calculation gives -75913.4926 eV.

Element x y z (Å)
Ru  1.54274  -0.75183  0.49304
Cl  3.71453  0.30165  0.65962
Cl  4.75161  0.62504  -2.12352
P  -0.11176  1.60614  -0.71394
O  1.73755  -0.79353  2.48977
O  0.65883  1.21829  0.56909
O  -2.27976  -6.13611  4.67977
O  -1.25576  -4.84276  6.07287
O  0.13598  -2.09839  0.63892
N  -1.55067  -5.21819  4.96386
C  0.22901  -2.55608  3.02958
C  -2.45977  3.10913  -0.72127
C  0.77689  4.32926  -3.54044
C  -1.07091  -3.89356  1.48596
C  -0.21029  -2.82527  1.70449
C  -3.82929  3.37293  -0.34248
C  -2.59639  1.04196  0.45918
C  0.63678  -2.55266  -2.43249
C  -1.49618  -4.67532  2.54672
C  0.61937  2.93515  -1.58894
C  1.13810  -1.52147  3.32379
C  -0.67920  -2.12539  -2.38275
C  1.87143  4.97918  -2.97308
C  -4.56139  2.46203  0.43449
C  -3.95038  1.30401  0.83653
C  0.00953  0.05650  -1.63940
C  -1.07461  -4.38509  3.83927
C  1.66551  -1.65374  -2.15347
C  -1.85002  1.94275  -0.33659
C  1.36947  -0.33643  -1.78549
C  5.05216  -0.07955  -0.56965
C  0.14949  3.30585  -2.85933
C  1.72281  3.58358  -1.02298
C  -0.99846  -0.82922  -1.96376
C  2.34198  4.60785  -1.72101
C  -0.22959  -3.34804  4.10440
H  1.37759  -1.31352  4.36996
H  2.07189  3.30373  -0.03746
H  -1.92498  3.85496  -1.29864
H  0.07291  -3.16472  5.12751
H  -1.47290  -2.80536  -2.66150
H  -2.12469  0.13336  0.82187
H  2.69714  -1.94422  -2.31722
H  -4.29462  4.29396  -0.67398
H  -5.58655  2.67782  0.70446
H  -2.03838  -0.53596  -1.89065
H  -0.69096  2.79529  -3.31867
H  -1.38682  -4.10245  0.47425
H  -4.48326  0.58453  1.44494
H  5.11117  -1.16123  -0.62259
H  2.14628  0.42069  -1.82837
H  5.91955  0.36470  -0.08969
H  0.42184  4.62420  -4.51852
H  0.87065  -3.56347  -2.73636
H  2.36083  5.77751  -3.51525
H  3.18960  5.12229  -1.28910
H  -2.15564  -5.52074  2.39424

Atomic forces in eV per Å
Ru -0.641 -0.618 0.798
Cl 0.492 0.035 -0.134
Cl -0.009 0.009 0.004
P 0.552 -0.528 0.320
O 0.250 0.126 -0.251
O -0.661 0.377 -0.342
O 0.150 -0.238 -0.091
O 0.304 -0.089 0.081
O 0.478 0.319 -0.192
N -0.713 0.347 0.104
C 0.015 0.099 0.057
C 0.080 0.003 0.021
C 0.027 0.085 -0.090
C -0.124 -0.140 0.050
C 0.041 0.123 0.064
C -0.141 -0.019 0.021
C 0.252 0.040 -0.012
C -0.035 0.057 0.001
C 0.001 -0.017 -0.191
C 0.098 0.243 -0.149
C -0.076 -0.072 0.048
C 0.018 -0.003 0.010
C -0.016 -0.059 0.031
C 0.034 -0.011 -0.015
C -0.154 0.118 -0.022
C -0.018 0.040 -0.136
C 0.245 -0.040 0.037
C 0.066 -0.027 -0.147
C -0.235 -0.002 0.108
C -0.062 -0.006 -0.238
C -0.082 0.017 0.193
C -0.019 -0.097 0.089
C -0.132 -0.002 0.116
C -0.009 0.037 0.059
C 0.033 0.042 -0.056
C -0.040 -0.038 -0.097
H 0.013 -0.030 -0.025
H 0.024 -0.024 0.004
H -0.038 0.018 0.018
H 0.062 0.056 0.002
H -0.030 -0.010 0.004
H -0.023 0.005 -0.014
H 0.001 0.001 0.024
H 0.024 0.022 -0.011
H 0.006 0.023 0.010
H -0.028 -0.015 -0.013
H 0.016 -0.033 -0.016
H -0.042 -0.054 -0.004
H 0.040 -0.038 -0.006
H 0.000 0.044 0.021
H 0.018 -0.014 0.047
H 0.005 -0.029 -0.082
H -0.001 -0.011 -0.004
H 0.002 -0.021 -0.009
H -0.017 0.004 0.000
H -0.005 -0.015 0.020
H 0.005 0.011 -0.012


Below is C26H21Cl3IIrN6O6S as an isolated structure, with properties calculated with ωB97M-V/def2-TZVPD.

Its spin multiplicity is 1. For the HOMO energy, the calculation gives -0.2828 Ha. The charge is 0. For the orbital gap, the calculation gives 7.19 eV. As for the maximum force: 0.667 eV Å⁻¹. For the electronic energy, the calculation gives -107870.7077 eV.

Element x y z (Å)
Ir  1.49048  -0.30737  0.44289
I  1.30263  -2.81109  1.19835
Cl  5.39707  0.29440  3.47758
Cl  3.06340  -0.68008  4.88108
Cl  3.27777  2.12710  4.18546
S  -1.71747  -0.64179  -0.08728
O  1.69494  0.45993  2.31467
O  -2.62356  0.18210  -0.83991
O  3.46142  -0.43876  1.41809
O  -1.05452  0.60881  -4.06079
O  -1.11616  -1.79771  -0.70040
O  2.32323  1.34825  -0.21395
N  0.07641  2.56204  0.74863
N  -4.97789  -2.92118  4.32440
N  -0.44020  0.31182  0.36075
N  1.74498  4.02907  -2.44711
N  1.40004  -0.98786  -1.47460
N  -1.92109  1.64059  1.59670
C  1.57383  -2.83180  -3.11488
C  2.91934  0.15864  2.36851
C  -2.23637  2.82208  2.11023
C  0.72388  2.08542  -3.40718
C  3.65802  0.48154  3.67334
C  1.36010  -3.36039  -0.81048
C  -0.04444  1.48231  -4.55122
C  1.10878  -0.14554  -2.41102
C  1.43164  -2.38493  -1.79934
C  -3.11490  -3.08422  2.79246
C  -0.77095  1.55795  0.93585
C  -0.24344  3.72861  1.28915
C  -4.50466  -1.12240  2.77774
C  1.20961  1.28850  -2.33662
C  -4.18798  -2.37172  3.32479
C  3.07465  3.96516  -0.41633
C  0.98250  3.42524  -3.38558
C  1.43949  -5.12903  -2.42143
C  -2.35620  -2.54347  1.76811
C  1.56548  -4.17952  -3.42225
C  -2.63441  -1.27670  1.28215
C  1.90381  1.93175  -1.30578
C  2.21362  3.32026  -1.45421
C  -1.41345  3.92657  2.00074
C  1.34933  -4.71283  -1.10572
C  -3.73672  -0.58202  1.76876
H  3.28626  4.99200  -0.70453
H  0.58654  4.07404  -4.15913
H  1.67193  -4.48523  -4.45427
H  -1.56423  -3.12741  1.31793
H  -0.46422  2.29131  -5.15191
H  -3.18388  2.87522  2.63744
H  1.27653  -5.43970  -0.30767
H  0.45634  4.54247  1.12696
H  -1.66692  4.88375  2.43138
H  -2.89207  -4.07722  3.16461
H  2.57519  3.93908  0.55320
H  1.71962  -2.12206  -3.91543
H  -5.52211  -2.27073  4.86598
H  -5.36845  -0.58209  3.14701
H  -3.99103  0.37211  1.33759
H  -4.54977  -3.64113  4.88206
H  0.78113  -0.54713  -3.35997
H  -1.87637  0.75001  -4.53442
H  1.43291  -6.18455  -2.65622
H  4.00822  3.41324  -0.29116
H  0.63236  0.91628  -5.20381

Atomic forces in eV per Å
Ir 0.218 -0.224 -0.013
I -0.363 -0.171 0.010
Cl -0.040 0.010 -0.018
Cl -0.020 -0.038 -0.005
Cl -0.009 -0.033 -0.051
S -0.148 0.401 -0.233
O 0.213 0.158 0.463
O 0.039 -0.148 0.052
O 0.375 -0.155 -0.043
O 0.020 -0.057 -0.015
O 0.011 -0.137 -0.154
O -0.068 0.492 -0.435
N 0.156 0.196 0.032
N -0.013 -0.012 -0.016
N -0.658 0.095 0.045
N 0.024 0.001 -0.011
N 0.043 -0.168 -0.106
N -0.048 0.161 0.157
C 0.028 0.045 0.048
C 0.084 0.178 0.317
C -0.004 -0.123 -0.012
C 0.001 -0.159 0.030
C 0.249 0.003 0.000
C 0.064 -0.010 0.021
C -0.001 0.051 0.015
C -0.016 0.061 0.010
C 0.036 0.139 0.016
C 0.024 -0.006 -0.021
C 0.030 -0.440 -0.408
C -0.051 -0.077 -0.004
C 0.015 -0.043 0.029
C 0.001 0.029 -0.025
C -0.037 0.042 0.009
C 0.014 0.011 0.007
C -0.004 0.117 -0.049
C -0.005 -0.034 -0.021
C 0.050 -0.088 0.024
C -0.003 -0.007 -0.018
C -0.067 0.017 0.012
C 0.020 -0.135 0.232
C -0.017 -0.089 -0.003
C 0.014 0.072 0.000
C 0.006 0.013 0.027
C -0.062 -0.069 0.054
H -0.018 0.003 0.010
H 0.010 -0.014 -0.006
H 0.002 -0.005 0.001
H -0.083 0.073 0.064
H -0.010 -0.004 0.004
H -0.011 0.002 0.010
H -0.002 0.003 0.002
H 0.010 -0.001 0.000
H -0.021 -0.010 -0.001
H 0.002 -0.004 0.005
H 0.004 -0.009 0.034
H 0.002 0.002 -0.011
H 0.014 -0.003 -0.002
H -0.002 -0.003 0.007
H 0.000 0.015 -0.014
H 0.000 0.014 -0.003
H 0.018 0.017 -0.025
H -0.040 0.029 0.013
H 0.001 0.004 -0.004
H -0.003 0.019 -0.020
H 0.026 0.000 -0.011